Molecular formula: C37H76F3N4O13S2V
Method: DFT, wB97M-V/def2-TZVPD

The LUMO energy comes out at 3.689 eV. The total energy is -127686.877 eV. Its total charge is -2. For the frontier orbital gap, the calculation gives 6.51 eV. As for the molecular weight: 957.1 g mol⁻¹.

Geometry (Å):
O: 34.37785 6.27133 0.87612
V: 33.66866 6.52004 2.29800
O: 32.88460 5.13260 2.70870
C: 32.00879 10.63891 0.90053
F: 33.27780 10.94514 0.89702
F: 31.18418 11.67238 1.20232
F: 31.63578 10.24911 -0.32659
S: 31.50357 9.19873 2.08733
O: 31.87477 9.68461 3.40176
O: 30.07498 8.94224 1.92725
O: 32.36038 8.06120 1.67869
S: 34.87315 8.01133 4.42438
O: 35.89739 7.24302 5.05861
O: 33.60729 7.27763 4.43051
O: 34.68029 9.32078 5.01860
O: 35.04635 8.05845 2.98235
C: 34.65694 2.07175 3.03132
C: 33.84575 0.86170 3.61950
C: 32.90484 1.42991 4.64762
C: 31.85066 0.40234 5.15736
C: 31.05409 -0.12854 3.94914
C: 31.84263 -0.64312 2.69042
N: 33.02575 0.15842 2.53473
O: 33.73430 -0.09473 1.37105
C: 32.25977 -2.07579 2.93513
C: 30.96135 -0.46136 1.41410
C: 34.82830 -0.16778 4.20576
H: 35.44974 1.82191 2.32623
H: 35.20061 2.74444 3.69465
H: 33.96080 2.72625 2.50679
H: 33.52298 1.76716 5.47964
H: 32.43801 2.34871 4.29267
H: 31.18022 0.81983 5.90856
H: 32.31989 -0.45549 5.63908
H: 30.39967 0.61162 3.48870
H: 30.43076 -0.91423 4.37603
H: 32.98975 -2.37559 2.18324
H: 32.61989 -2.15478 3.96089
H: 31.37318 -2.70846 2.97732
H: 29.97798 -0.89705 1.59091
H: 30.85879 0.59727 1.17557
H: 31.37400 -1.07554 0.61373
H: 34.33599 -0.98153 4.73828
H: 35.47457 0.31535 4.93858
H: 35.41577 -0.70214 3.45913
H: 33.39371 0.60934 0.81436
C: 29.97885 5.42957 0.40409
C: 30.68129 4.74015 -0.75116
C: 31.16705 5.93719 -1.67464
C: 32.24461 5.51832 -2.75005
C: 33.38777 4.72725 -2.06886
C: 32.96240 3.46589 -1.26300
N: 31.79742 3.84269 -0.40544
O: 31.51006 2.83837 0.46377
C: 32.64105 2.26984 -2.21730
C: 34.14716 3.14706 -0.31695
C: 29.60343 3.81743 -1.44054
H: 29.09942 5.80038 -0.12240
H: 30.59863 6.19759 0.86683
H: 29.67221 4.79080 1.23238
H: 30.36503 6.49717 -2.15556
H: 31.66746 6.67932 -1.05260
H: 32.49761 6.46599 -3.22545
H: 31.72768 4.97340 -3.53994
H: 33.97016 5.45431 -1.50289
H: 33.96934 4.41420 -2.93596
H: 33.57259 1.94693 -2.68213
H: 32.20465 1.55657 -1.51811
H: 31.92230 2.52668 -2.99547
H: 34.85666 2.72332 -1.02771
H: 34.56587 4.03902 0.14908
H: 33.94609 2.28327 0.31671
H: 28.75116 4.38017 -1.82143
H: 29.16845 3.15019 -0.69644
H: 30.09897 3.26410 -2.23826
H: 31.94432 3.15859 1.25780
C: 36.72778 6.02318 -4.41389
C: 37.90504 6.78280 -3.80460
C: 38.01978 8.07176 -4.71802
C: 37.12007 9.26757 -4.25837
C: 37.31812 9.53299 -2.74676
C: 36.94975 8.40942 -1.88735
N: 37.68747 7.23351 -2.37952
O: 37.49839 6.11597 -1.67210
C: 37.52338 8.73263 -0.46289
C: 35.42194 8.17262 -1.88485
C: 39.18711 5.94722 -3.88641
H: 36.88559 4.95483 -4.26613
H: 36.61184 6.02671 -5.49771
H: 35.70774 6.25833 -4.11009
H: 39.05347 8.39602 -4.59784
H: 37.84905 7.75785 -5.74778
H: 36.08462 8.95904 -4.40242
H: 37.35870 10.05256 -4.97598
H: 36.67658 10.37982 -2.50306
H: 38.35725 9.82551 -2.59589
H: 38.61067 8.75831 -0.39054
H: 37.17938 9.73074 -0.19168
H: 37.03527 8.09812 0.27686
H: 35.23318 7.20778 -1.41415
H: 34.76141 8.87651 -1.37856
H: 35.11913 8.03638 -2.92303
H: 40.07315 6.54070 -3.66095
H: 39.35806 5.55270 -4.88802
H: 39.24311 5.04551 -3.27659
H: 38.30042 6.02890 -1.15176
C: 28.89398 9.05823 5.05517
C: 29.14300 7.66119 5.70573
C: 29.28088 6.71307 4.44475
C: 29.50167 5.24907 4.71348
C: 30.74181 5.21026 5.59677
C: 30.76206 6.14827 6.89646
N: 30.36150 7.46357 6.52041
O: 30.56653 8.36808 7.54276
C: 29.88282 5.32355 7.91953
C: 32.26150 6.09452 7.26571
C: 27.86653 7.22997 6.44510
H: 29.78026 9.50121 4.60090
H: 28.23112 9.03289 4.19026
H: 28.54727 9.86108 5.70580
H: 28.47137 6.86510 3.73082
H: 30.13656 7.04084 3.85443
H: 28.57566 4.79651 5.06816
H: 29.83572 4.82055 3.76855
H: 31.66544 5.29509 5.02422
H: 30.82582 4.18230 5.94938
H: 29.43218 5.97246 8.67049
H: 30.47780 4.61607 8.49708
H: 29.06281 4.71223 7.54274
H: 32.66654 5.08503 7.33629
H: 32.38920 6.58078 8.23284
H: 32.87049 6.50222 6.45886
H: 27.75050 6.14642 6.42128
H: 27.89598 7.63547 7.45644
H: 27.00562 7.71976 5.99009
H: 30.07350 7.96127 8.25901